This record from the OMol25 dataset describes a 9-piece molecular cluster, C21H66O27P6 overall in a non-equilibrium geometry. The level of theory is ωB97M-V with the def2-TZVPD basis set.

The geometry in XYZ format:
```
120
Properties=species:S:1:pos:R:3:forces:R:3
C -10.269 -3.256 -6.606 -0.313 -0.656 -1.395
O -10.267 -4.533 -5.965 -0.457 -0.215 0.591
P -11.592 -5.460 -5.954 -0.183 0.850 0.287
O -12.853 -4.735 -6.147 0.582 -0.205 -0.497
O -11.522 -6.224 -4.580 0.560 0.072 0.048
C -11.250 -5.521 -3.355 -0.023 -0.401 0.375
O -11.253 -6.580 -7.000 -0.513 0.365 -0.235
C -10.064 -7.356 -6.999 -0.026 -0.712 0.306
H -11.202 -3.104 -7.155 -0.214 0.189 0.515
H -9.543 -3.339 -7.420 0.395 0.405 0.377
H -10.078 -2.443 -5.914 0.097 -0.084 0.116
H -10.716 -4.587 -3.514 0.171 -0.125 -0.157
H -10.655 -6.227 -2.777 0.095 0.297 0.148
H -12.168 -5.294 -2.812 -0.137 -0.132 -0.226
H -9.723 -7.437 -8.029 0.046 0.027 0.066
H -10.354 -8.339 -6.623 0.221 -0.058 -0.220
H -9.268 -6.989 -6.348 -0.126 0.367 -0.089
C -6.628 -6.163 3.195 1.391 -0.124 0.683
O -7.599 -5.197 2.848 -0.395 0.163 -0.253
P -9.067 -5.620 2.377 -0.040 -0.411 -0.108
O -9.582 -6.842 3.000 0.119 0.407 -0.125
O -9.904 -4.297 2.677 0.870 -0.735 -0.361
C -9.398 -3.089 2.140 -0.158 1.704 -1.209
O -8.983 -5.680 0.771 -0.225 0.584 0.978
C -8.196 -6.704 0.149 -0.187 0.395 -0.756
H -6.998 -7.185 3.179 -0.145 0.059 -0.030
H -6.218 -5.939 4.186 -0.610 -0.058 0.162
H -5.720 -6.064 2.590 -0.476 -0.057 -0.585
H -9.268 -2.294 2.875 -0.187 -0.456 0.447
H -10.100 -2.700 1.392 -0.208 -0.193 0.254
H -8.459 -3.122 1.582 0.106 -0.739 0.334
H -7.506 -6.213 -0.540 0.177 -0.003 0.254
H -8.878 -7.270 -0.485 0.111 -0.389 0.313
H -7.653 -7.313 0.867 -0.121 -0.161 -0.063
C -2.523 -7.183 -4.999 -0.561 -0.149 0.152
O -1.559 -8.150 -5.434 -0.295 -0.912 -0.319
P -2.068 -9.641 -5.745 0.870 -0.286 1.061
O -2.650 -10.400 -4.608 0.462 0.685 -0.906
O -3.041 -9.502 -6.977 0.361 0.439 -0.366
C -3.644 -10.688 -7.507 -0.135 -0.158 0.314
O -0.745 -10.295 -6.386 -1.032 0.507 0.597
C 0.112 -11.088 -5.560 -0.261 -1.085 -0.046
H -2.109 -6.503 -4.257 0.421 -0.151 -0.136
H -3.357 -7.691 -4.510 -0.122 0.140 -0.097
H -2.855 -6.617 -5.869 -0.080 0.031 0.074
H -4.640 -10.734 -7.061 0.000 -0.296 -0.336
H -3.082 -11.587 -7.246 -0.028 0.105 0.155
H -3.663 -10.633 -8.594 -0.135 0.302 0.082
H -0.258 -11.284 -4.551 -0.106 0.800 0.065
H 1.100 -10.643 -5.571 0.064 -0.112 0.077
H 0.089 -12.101 -5.974 0.516 0.203 -0.334
C -3.225 -7.035 -12.646 0.382 1.115 -0.781
O -2.345 -7.902 -11.942 0.049 -0.400 -0.586
P -1.452 -7.345 -10.760 -0.327 1.145 1.172
O -0.928 -5.982 -10.914 0.083 -0.319 -0.669
O -2.397 -7.433 -9.480 0.591 -0.793 -0.290
C -3.664 -6.803 -9.390 0.403 1.192 -0.207
O -0.395 -8.485 -10.494 -0.860 0.060 0.005
C 0.849 -8.423 -11.179 0.919 0.651 -0.328
H -3.335 -7.313 -13.695 -0.133 -0.858 0.285
H -2.783 -6.041 -12.772 -0.032 0.048 0.643
H -4.184 -6.964 -12.144 -0.121 -0.071 -0.065
H -3.718 -6.500 -8.346 -0.830 -0.678 0.148
H -4.441 -7.401 -9.863 -0.182 -0.414 0.752
H -3.751 -5.828 -9.889 0.665 -0.087 -0.340
H 1.132 -9.419 -11.509 -0.106 -0.029 0.156
H 1.611 -7.987 -10.528 -0.105 -0.362 0.212
H 0.846 -7.744 -12.036 -0.410 -0.195 -0.060
C -5.987 -7.528 -6.111 0.960 0.167 -1.463
O -6.839 -6.822 -5.239 -0.495 -0.034 0.364
P -6.826 -6.897 -3.650 -0.888 -0.055 0.422
O -5.569 -7.318 -3.018 0.016 0.126 -0.453
O -7.400 -5.460 -3.258 0.102 -1.193 -0.005
C -6.722 -4.296 -3.732 0.679 0.087 -1.102
O -8.074 -7.846 -3.248 0.717 1.249 -0.356
C -7.877 -9.244 -3.354 -0.283 -1.406 -0.084
H -5.153 -6.885 -6.407 0.349 -0.208 0.780
H -6.425 -7.654 -7.109 -0.875 -0.161 0.447
H -5.673 -8.513 -5.771 0.122 0.188 0.340
H -5.878 -4.511 -4.395 0.057 -0.502 0.263
H -6.313 -3.713 -2.913 -0.490 0.124 0.169
H -7.386 -3.770 -4.417 -0.312 0.336 0.562
H -7.036 -9.562 -3.973 0.206 0.420 0.078
H -8.755 -9.716 -3.800 -0.166 0.417 -0.045
H -7.771 -9.725 -2.381 0.200 0.377 0.157
C -12.737 -12.982 -1.770 -0.014 -0.176 0.680
O -12.506 -11.625 -1.357 -0.196 0.693 -0.664
P -13.014 -10.479 -2.353 -0.829 -0.730 0.926
O -14.084 -10.897 -3.264 0.179 0.014 -0.216
O -13.424 -9.369 -1.297 0.769 -0.181 -0.379
C -13.845 -8.105 -1.818 -0.535 0.183 -0.455
O -11.726 -9.928 -3.095 0.401 0.078 0.188
C -11.548 -10.201 -4.477 0.296 0.436 -1.080
H -13.740 -13.297 -1.489 -0.122 0.163 -0.172
H -12.046 -13.572 -1.174 0.165 -0.089 -0.247
H -12.592 -13.125 -2.837 0.088 -0.012 -0.031
H -14.934 -8.083 -1.877 0.015 -0.014 0.316
H -13.519 -7.933 -2.847 0.365 -0.054 0.127
H -13.474 -7.321 -1.166 0.022 -0.045 0.043
H -10.949 -9.408 -4.933 -0.267 0.359 0.436
H -12.515 -10.229 -4.975 0.046 -0.204 -0.054
H -10.951 -11.086 -4.713 -0.376 -0.397 0.613
C -6.208 -4.483 -7.787 0.386 0.067 -0.437
O -5.241 -4.270 -6.778 -0.238 -0.228 0.233
H -6.001 -3.839 -8.646 -0.150 0.095 -0.075
H -6.102 -5.508 -8.139 -0.003 -0.065 0.058
H -7.250 -4.351 -7.487 0.020 0.076 0.319
H -5.399 -3.413 -6.350 0.117 0.007 -0.201
C -3.377 -9.568 -1.356 -0.226 -0.175 1.746
O -3.613 -8.196 -1.014 -0.200 -0.035 -0.963
H -3.986 -10.057 -2.115 -0.057 0.707 -0.414
H -2.321 -9.742 -1.555 -0.011 0.067 -0.208
H -3.646 -10.073 -0.419 0.360 -0.475 -0.178
H -4.244 -7.818 -1.643 0.089 -0.041 -0.026
C -5.268 -0.443 -5.514 -0.607 0.150 1.154
O -5.882 -1.720 -5.717 0.043 -0.095 -0.163
H -4.308 -0.359 -6.013 -0.167 0.025 -0.313
H -5.983 0.349 -5.737 0.325 0.096 -0.582
H -5.117 -0.313 -4.438 0.299 -0.213 -0.051
H -6.735 -1.588 -6.137 -0.007 0.043 -0.030
```
Forces are in eV/Å.

Properties
E_HOMO   -9.4 eV
SMILES string   COP(=O)(OC)OC.COP(=O)(OC)OC.COP(=O)(OC)OC.COP(=O)(OC)OC.COP(=O)(OC)OC.COP(=O)(OC)OC.CO.CO.CO
DFT total energy   -133874.460 eV
ΔE to the lowest compared entry with this formula, charge and spin   28.0 kcal per mole
LUMO level   -0.08 eV

Here are the Löwdin charges for atoms 1 to 5, given in e: -0.09, -0.25, 0.35, -0.22, -0.21